Entry from OMol25: a structure of composition ClLi2Mg at a distorted geometry (the ωB97M-V functional and the def2-TZVPD basis).

XYZ file:
```
4
Properties=species:S:1:pos:R:3:forces:R:3
Li 1.72606 0.20181 -0.07152 4.05 1.01 -1.18
Li -1.44520 0.42851 -1.82793 -0.90 0.31 -1.16
Mg -0.16915 -0.28491 1.93002 -1.24 -0.28 6.50
Cl -0.11171 -0.34541 -0.03057 -1.91 -1.05 -4.17
```
Forces are in eV/Å.

For the HOMO energy, the calculation gives -28.422 eV. The value obtained for the total energy is -674.1764 a.u. As for the charge: +3. The value obtained for the molar mass is 73.64 u. The energy relative to the best compared isomer or geometry (same formula, charge and spin) comes out at 0.0 kcal/mol. Its LUMO energy is -16.386 eV.